DFT (ωB97M-V with the def2-TZVPD basis set) results for a cluster of 11 separate species, C4H30NO12 in total.

Expectation value of S²: 0.7570
Spin multiplicity: 2
Total charge: +2
Orbital gap (spin up / spin down) in eV: 9.27 / 3.50
Total energy in eV: -30678.0359
E_HOMO (spin up / spin down) in eV: -16.9 / -16.5
LUMO level (spin up / spin down) in Ha: -0.2794 / -0.4763

Cartesian coordinates (Å):
O -0.827878 -1.327136 2.177406
C -0.848156 -0.133231 1.961421
C -0.156038 0.486365 0.776570
C -1.214143 0.804736 -0.284275
C -1.415644 2.312551 -0.458118
O -0.229428 2.907774 -0.918248
N 0.904529 -0.432522 0.249198
H -1.422323 0.585910 2.646553
H 0.326533 1.414472 1.152075
H -2.170664 0.321579 -0.092165
H -0.931973 0.375752 -1.267007
H -1.611830 2.804665 0.512067
H -2.271109 2.505515 -1.190438
H 0.019255 2.596491 -1.848343
H 0.479281 -1.325169 -0.169292
H 1.526676 0.061394 -0.511229
H 1.494090 -0.706667 1.039516
H 2.648043 1.667589 -0.930506
H 1.918519 1.177452 -2.177272
O 2.432482 0.865786 -1.412748
H 0.733734 2.208188 -4.031529
H -0.064608 0.952845 -3.403109
O 0.564734 1.716083 -3.182735
H -1.251816 -0.739484 -4.444540
H -0.862353 -1.022827 -2.996413
O -1.105596 -0.320202 -3.613701
H -2.380696 -2.531929 2.245935
H -3.299643 -3.760767 2.527118
O -3.027880 -3.126595 1.860858
H -2.151708 -4.768896 -0.718222
H -2.412121 -3.600607 0.371154
O -1.859842 -3.922200 -0.407806
H 2.342276 2.985554 0.993201
H 1.295764 3.161681 -0.163916
O 2.274640 3.094493 0.044506
H 2.416473 3.429602 3.192178
H 3.571405 2.570942 2.728111
O 2.602755 2.629047 2.701123
H 1.753830 1.119199 2.939799
H 1.518025 -0.124682 3.803916
O 1.295076 0.279419 2.978089
H -0.205888 -3.663467 0.321214
H 0.141389 -2.735319 1.494848
O 0.509357 -3.129729 0.665523
H -1.037236 -2.776645 -1.365587
H 0.342359 -2.728788 -2.022503
O -0.352660 -2.158232 -1.772693

Forces on atoms 1 to 3 (eV/Å):
-0.4 1.5 -0.2
-0.2 -0.7 1.7
1.2 0.2 -1.7

=====

DFT (ωB97M-V with the def2-TZVPD basis set) results for a structure of composition C12H19CoO4S5.

Expectation value of S²: 1.2408
Spin multiplicity: 2
Total charge: +1
Orbital gap (spin up / spin down) in eV: 6.56 / 7.75
Total energy in eV: -112737.8025
E_HOMO (spin up / spin down) in eV: -10.5 / -10.5
LUMO level (spin up / spin down) in Ha: -0.1450 / -0.1001

Cartesian coordinates (Å):
Co -0.364435 0.307207 -0.649043
C -1.593476 2.394857 -1.847703
C -2.320145 1.249648 -2.518553
O -1.610297 0.021935 -2.231394
C -2.454031 -1.139944 -2.013107
C -1.897580 -1.960378 -0.866524
O -1.729828 -1.050335 0.228883
C -0.925193 -1.522092 1.324158
C -0.593677 -0.304296 2.161239
O -0.007932 0.714048 1.312186
C -0.364487 2.076803 1.634833
C -0.587013 2.836153 0.341851
O -1.449625 2.009648 -0.468645
H -2.174850 3.315221 -1.928367
H -0.601991 2.553385 -2.284556
H -2.365648 1.401396 -3.597404
H -3.332684 1.173179 -2.120028
H -2.489918 -1.731600 -2.927796
H -3.458588 -0.793939 -1.767099
H -0.931601 -2.405159 -1.120736
H -2.604721 -2.751393 -0.605807
H -0.022915 -2.000941 0.932084
H -1.485957 -2.239064 1.928110
H 0.116019 -0.564380 2.948337
H -1.502131 0.100408 2.610009
H 0.442747 2.536680 2.208713
H -1.278379 2.071018 2.230058
H 0.354998 2.998749 -0.188684
H -1.064669 3.797005 0.541090
C 3.638686 -3.354256 -0.133212
S 2.572618 -2.745260 1.195822
C 2.839192 -1.014710 1.051815
C 2.448513 -0.224519 0.034449
S 1.466068 -0.668336 -1.350645
S 2.883989 1.459948 0.181206
C 3.463747 1.415349 1.823336
S 3.835175 2.745737 2.684201
S 3.619092 -0.216954 2.399189
H 3.589204 -4.440152 -0.083286
H 4.663802 -3.033938 0.032800
H 3.277938 -3.016739 -1.101794

Forces on atoms 1 to 3 (eV/Å):
-0.2 0.0 0.1
0.0 0.0 0.0
0.0 0.0 0.0

=====

DFT (ωB97M-V with the def2-TZVPD basis set) results for a structure of composition C25H48CdN13O5.

Spin multiplicity: 1
Total charge: +1
Orbital gap in eV: 5.40
Total energy in eV: -60864.1895
E_HOMO in eV: -10.1
LUMO level in Ha: -0.1711

Cartesian coordinates (Å):
Cd -1.002855 -3.380209 -2.770639
C -0.291388 -0.628682 -0.677654
O -0.573135 -1.710452 -1.516189
H -0.804426 -0.787704 0.283700
H 0.781929 -0.596591 -0.479963
H -0.708907 0.335148 -0.998579
C -2.191586 -1.024683 -4.630774
O -1.539169 -1.997276 -4.186193
N -2.201116 0.163519 -3.981667
N -2.973168 -1.177393 -5.704164
H -2.672758 0.907043 -4.465804
H -1.693668 0.333258 -3.130430
H -3.361309 -2.034455 -6.044856
H -3.470314 -0.326299 -5.927302
C 3.998851 0.407633 1.511665
O 3.853049 -0.637200 0.841191
N 5.205147 0.865179 1.865991
N 2.947193 1.266140 1.618652
H 5.389852 1.715212 2.364734
H 5.884780 0.118454 1.860809
H 2.168624 1.128625 1.001259
H 2.800597 1.653435 2.560619
C 1.628560 -3.744051 -4.505111
O 0.943738 -3.427348 -3.502783
N 2.667678 -3.001994 -4.888639
N 1.389168 -4.850313 -5.242770
H 3.204861 -3.329930 -5.673786
H 3.202528 -2.458687 -4.227258
H 0.516010 -5.339697 -5.203649
H 2.166335 -5.255077 -5.732277
C 2.997175 -3.918041 -0.302746
O 2.756920 -4.960554 -0.909368
N 2.195177 -2.809618 -0.409701
N 4.024602 -3.724769 0.543274
H 2.330624 -1.882586 -0.048983
H 1.379479 -2.958542 -0.970412
H 4.596997 -4.531236 0.716142
H 4.203269 -2.782570 0.847592
C -4.752008 1.215333 -0.857391
C -3.211197 1.312015 -0.785227
C -2.745535 1.450948 0.668242
C -3.332880 2.656310 1.287602
N -3.815566 3.545550 1.823726
H -5.262707 0.557136 -0.152333
H -4.967702 0.804163 -1.845837
H -5.252877 2.170549 -0.700324
H -2.753817 2.131084 -1.350542
H -2.803100 0.455559 -1.325460
H -1.661846 1.564617 0.744264
H -3.019155 0.534471 1.190846
C 1.041157 -2.928954 3.734307
C 1.309535 -1.465698 3.363449
C 1.264758 -0.601040 4.637022
C 2.031817 0.636485 4.495129
N 2.582439 1.639519 4.378995
H 1.499115 -3.243264 4.671459
H 1.556271 -3.562336 3.006339
H -0.019587 -3.169324 3.662355
H 0.619285 -1.029675 2.639454
H 2.279225 -1.488810 2.865143
H 1.788979 -1.181576 5.396213
H 0.225732 -0.386912 4.878941
N -1.709283 3.430392 1.558296
C -1.765514 3.830050 2.875026
C -0.441631 3.878741 3.280631
C 0.374941 3.389928 2.254505
C -0.450670 3.053471 1.187501
H -2.469941 3.264220 0.920686
H -2.759355 4.072072 3.212151
H -0.053457 4.293188 4.197675
H 1.451372 3.413179 2.236678
H -0.289834 2.636898 0.206632
N 1.145574 4.296115 -3.286873
C 0.257108 3.844343 -2.352119
C -0.194435 2.602628 -2.679126
C 0.372768 2.305381 -3.942695
C 1.231658 3.327010 -4.264947
H 1.464856 5.237927 -3.415483
H -0.077799 4.502788 -1.565039
H -0.974374 2.038731 -2.193783
H 0.136733 1.437332 -4.538534
H 1.761285 3.464585 -5.193036
N -1.577874 0.442267 3.975083
C -2.663488 -0.254099 4.364357
C -2.764765 -1.404358 3.623249
C -1.733548 -1.350957 2.621562
C -0.979707 -0.253758 2.971240
H -1.235621 1.323798 4.311837
H -3.208609 -0.003569 5.261661
H -3.465320 -2.205641 3.790716
H -1.604646 -2.033167 1.798457
H -0.126109 0.186673 2.473383

Forces on atoms 1 to 3 (eV/Å):
0.6 1.3 2.0
-0.9 -1.5 0.9
-0.3 -0.3 -0.9